# 1
The molecule C6H13NO. Source: the Open Molecules 2025 dataset; level of theory: ωB97M-V/def2-TZVPD.

```
21
Properties=species:S:1:pos:R:3:nbo_charge:R:1
C 1.615 1.099 1.241 -0.6306
C 0.657 0.423 0.275 -0.0378
C 0.760 -1.127 0.362 -0.4509
C -0.300 -1.872 -0.374 -0.1587
C -0.109 -2.502 -1.532 -0.4096
N -0.716 0.846 0.631 -0.6869
C -1.696 1.085 -0.365 0.0980
O -1.454 2.235 -1.163 -0.7526
H 2.007 0.352 1.936 0.2083
H 2.573 1.345 0.768 0.2210
H 1.194 1.950 1.739 0.2249
H 0.749 0.603 -0.800 0.2063
H 1.723 -1.426 0.025 0.2044
H 0.717 -1.363 1.430 0.1958
H -1.309 -1.768 0.014 0.1938
H 0.899 -2.493 -1.926 0.1870
H -0.953 -2.653 -2.195 0.2053
H -0.884 0.741 1.615 0.3802
H -1.598 0.291 -1.103 0.1662
H -2.666 1.203 0.118 0.1663
H -1.207 3.034 -0.697 0.4697
```

Computed properties:
- molecular weight (g/mol) = 115.18
- strongest force on any atom (Eh/bohr) = 0.0428
- SMILES = C=CC[C@H](C)NCO
- Kohn-Sham gap (eV) = 9.5723
- energy relative to the best compared isomer or geometry (same formula, charge and spin) (kJ/mol) = 226.99
- lowest unoccupied orbital energy (eV) = 0.990
- HOMO (eV) = -8.58
- calculated total energy (eV) = -9968.8218

# 2
A 2-piece molecular cluster, C6H13NO overall. Source: the Open Molecules 2025 dataset; level of theory: ωB97M-V/def2-TZVPD.

```
21
Properties=species:S:1:pos:R:3:nbo_charge:R:1
C 1.059 -0.114 1.118 0.1538
C -1.729 0.817 0.203 -0.1479
C 1.050 -1.565 0.730 -0.7073
C -2.280 -0.456 0.758 -0.6521
C -1.391 0.996 -1.086 -0.4566
C 1.671 0.980 -0.892 0.0432
O 2.066 -0.167 -1.614 -0.7447
N 1.553 0.881 0.494 -0.4461
H 3.012 -0.133 -1.789 0.4723
H 0.897 0.066 2.181 0.1630
H -1.770 1.680 0.863 0.1985
H 2.305 1.843 -1.130 0.1626
H 1.961 -2.048 1.098 0.2329
H 0.992 -1.702 -0.346 0.2462
H 0.204 -2.062 1.210 0.2117
H -2.087 -1.297 0.092 0.2129
H -3.359 -0.371 0.902 0.2244
H -1.837 -0.670 1.733 0.2104
H -1.476 0.179 -1.786 0.1993
H 0.547 1.158 -1.216 0.2115
H -1.386 1.985 -1.523 0.2121
```

Computed properties:
- molecular weight (g/mol) = 115.18
- strongest force on any atom (Eh/bohr) = 0.0456
- SMILES = C/C=N\CO.C=CC
- Kohn-Sham gap (eV) = 9.8306
- energy relative to the best compared isomer or geometry (same formula, charge and spin) (kJ/mol) = 292.11
- lowest unoccupied orbital energy (eV) = 0.917
- HOMO (eV) = -8.91
- calculated total energy (eV) = -9968.1468

# 3
C6H13NO as an isolated structure. Source: the Open Molecules 2025 dataset; level of theory: ωB97M-V/def2-TZVPD.

```
21
Properties=species:S:1:pos:R:3:nbo_charge:R:1
C -1.076 -1.592 1.479 -0.4443
N -0.249 -1.167 0.355 -0.6188
C 0.490 -0.021 0.419 0.1673
C 0.599 0.756 -0.876 -0.2366
C 1.292 0.072 -2.056 -0.6097
C -0.872 1.051 -1.220 -0.5944
C 0.594 0.759 1.585 -0.1392
O -0.511 1.077 2.399 -0.6842
H -0.418 -1.929 2.301 0.1690
H -1.657 -2.449 1.147 0.2138
H -1.704 -0.798 1.861 0.2350
H 0.202 -1.977 -0.026 0.3855
H 0.024 0.030 2.461 0.4880
H 1.021 1.753 -0.772 0.2187
H 2.338 -0.122 -1.806 0.2070
H 1.287 0.809 -2.860 0.2106
H 0.843 -0.885 -2.316 0.2032
H -1.406 1.367 -0.320 0.2222
H -0.920 1.843 -1.970 0.2086
H -1.428 0.190 -1.583 0.2120
H 1.550 1.235 1.798 0.1863
```

Computed properties:
- molecular weight (g/mol) = 115.18
- strongest force on any atom (Eh/bohr) = 0.0546
- Kohn-Sham gap (eV) = 7.5577
- energy relative to the best compared isomer or geometry (same formula, charge and spin) (kJ/mol) = 558.56
- lowest unoccupied orbital energy (eV) = 0.485
- HOMO (eV) = -7.07
- calculated total energy (eV) = -9965.3852

# 4
A 2-piece molecular cluster, C6H13NO overall. Source: the Open Molecules 2025 dataset; level of theory: ωB97M-V/def2-TZVPD.

```
21
Properties=species:S:1:pos:R:3:nbo_charge:R:1
C 1.085 0.429 -0.981 -0.6820
C 2.097 -0.658 -0.870 0.3022
C 3.355 -0.630 -1.497 -0.1496
N 1.800 -1.660 -0.075 -0.5836
H 1.217 1.058 -0.100 0.2720
H 0.086 0.000 -1.015 0.2588
H 1.264 1.068 -1.838 0.2602
H 3.979 -1.513 -1.458 0.2135
H 3.685 0.229 -2.055 0.2318
H 0.836 -1.874 0.175 0.4490
H 2.438 -2.446 -0.022 0.4227
O -1.955 -1.195 1.070 -0.5501
C -2.426 -0.086 0.998 0.4518
C -1.609 1.159 1.116 -0.5146
C -2.035 2.267 0.152 -0.6140
H -3.521 0.020 0.895 0.1291
H -0.567 0.901 0.961 0.1937
H -1.711 1.536 2.136 0.2508
H -1.915 1.967 -0.892 0.2020
H -1.400 3.145 0.290 0.2247
H -3.046 2.637 0.308 0.2318
```

Computed properties:
- molecular weight (g/mol) = 115.18
- strongest force on any atom (Eh/bohr) = 0.0230
- expectation value of S² = 0.76
- Kohn-Sham gap (alpha / beta) (eV) = 9.3291 / 5.7570
- energy relative to the best compared isomer or geometry (same formula, charge and spin) (kJ/mol) = 34.12
- lowest unoccupied orbital energy (alpha / beta) (eV) = -3.627 / -7.199
- HOMO (alpha / beta) (eV) = -12.96 / -12.96
- total charge = +1
- spin multiplicity = 2
- calculated total energy (eV) = -9962.0053

# 5
A 2-piece molecular cluster, C6H13NO overall. Source: the Open Molecules 2025 dataset; level of theory: ωB97M-V/def2-TZVPD.

```
21
Properties=species:S:1:pos:R:3:nbo_charge:R:1
C -1.397 -0.865 -0.147 -0.1942
C -0.133 -1.496 -0.810 -0.4776
C 1.053 -0.595 -0.651 0.1193
C 1.496 0.089 -1.782 -0.0998
C 1.983 0.778 1.112 -0.1151
C 1.615 -0.439 0.642 -0.2341
N -1.738 0.472 -0.565 -0.8407
H -2.238 -1.539 -0.324 0.2382
H -1.245 -0.844 0.942 0.1858
H -0.332 -1.688 -1.856 0.2404
H 0.027 -2.439 -0.281 0.2632
H 1.118 0.083 -2.799 0.2353
H 2.443 0.629 -1.765 0.2140
H 2.256 0.938 2.148 0.2425
H 1.907 1.635 0.447 0.2136
H 1.518 -1.319 1.285 0.2560
H -2.521 0.547 -1.194 0.4012
H -0.953 1.027 -0.861 0.3560
H -1.419 1.636 2.930 0.4655
H -1.592 1.412 1.396 0.4687
O -1.847 1.980 2.132 -0.9382
```

Computed properties:
- molecular weight (g/mol) = 115.18
- strongest force on any atom (Eh/bohr) = 0.0326
- expectation value of S² = 0.78
- Kohn-Sham gap (alpha / beta) (eV) = 8.2666 / 5.0269
- energy relative to the best compared isomer or geometry (same formula, charge and spin) (kJ/mol) = 200.60
- lowest unoccupied orbital energy (alpha / beta) (eV) = -5.333 / -8.434
- HOMO (alpha / beta) (eV) = -13.60 / -13.46
- total charge = +1
- spin multiplicity = 2
- calculated total energy (eV) = -9960.2797

# 6
The molecule C6H13NO2. Source: the Open Molecules 2025 dataset; level of theory: ωB97M-V/def2-TZVPD.

```
22
Properties=species:S:1:pos:R:3:nbo_charge:R:1
C -0.728 0.476 0.370 0.3944
C 0.378 0.215 -0.652 -0.3605
C -2.655 -1.156 0.855 -0.2527
C 0.368 1.138 -1.866 -0.6139
C 1.885 -0.521 1.317 -0.6912
C 1.753 -0.090 -0.122 0.3401
O -1.510 -0.801 0.122 -0.6018
O -1.494 1.605 0.191 -0.6989
N 2.692 -0.117 -0.967 -0.6444
H -1.768 1.664 -0.734 0.4777
H -0.415 0.483 1.417 0.1640
H -0.033 -0.800 -0.985 0.2849
H 3.586 -0.423 -0.588 0.3342
H -2.994 -0.440 1.610 0.1793
H -3.490 -1.294 0.165 0.1772
H -2.461 -2.119 1.346 0.1737
H -0.579 1.067 -2.403 0.1953
H 0.538 2.174 -1.574 0.2107
H 1.158 0.820 -2.539 0.2550
H 1.810 0.345 1.976 0.2274
H 1.105 -1.231 1.583 0.2293
H 2.853 -0.994 1.480 0.2205
```

Computed properties:
- molecular weight (g/mol) = 131.18
- strongest force on any atom (Eh/bohr) = 0.0384
- SMILES = [H]/N=C(\C)[C@H](C)[C@@H](O)OC
- Kohn-Sham gap (eV) = 10.5315
- energy relative to the best compared isomer or geometry (same formula, charge and spin) (kJ/mol) = 202.35
- lowest unoccupied orbital energy (eV) = 0.815
- HOMO (eV) = -9.72
- calculated total energy (eV) = -12016.6279